1.
The following is a DFT calculation (the ωB97M-V functional and the def2-TZVPD basis) of a structure of composition C26H30N6OSTa in a non-equilibrium geometry.

```
65
Properties=species:S:1:pos:R:3:lowdin_charge:R:1
Ta 0.03440 0.22800 -0.04525 1.77
S -0.51360 -0.26748 2.29234 0.72
C -0.87490 -1.83617 1.58543 -0.71
C -1.35469 -2.94999 2.24748 -0.03
C -1.61302 -4.08490 1.49330 0.03
C -1.40499 -4.07514 0.10936 0.00
C -0.91942 -2.93923 -0.48310 -0.09
N -0.64496 -1.83498 0.25107 -0.17
H -1.52450 -2.91646 3.31482 0.13
H -1.98322 -4.97986 1.97783 0.14
H -1.62238 -4.94509 -0.49425 0.13
H -0.74934 -2.87233 -1.54957 0.13
C 2.74311 -0.32296 -2.77670 0.01
C 1.31960 -0.09082 -3.10766 -0.34
N 0.27153 0.04327 -2.26693 -0.06
C -0.86243 0.24133 -3.08379 -0.10
C -0.48352 0.21285 -4.37234 -0.01
N 0.87922 0.00721 -4.36004 0.15
H 2.91132 -0.17887 -1.71962 0.03
H 3.38564 0.34584 -3.35043 0.11
H 3.03167 -1.34705 -3.01933 0.11
H -1.84288 0.37889 -2.67216 0.09
H -1.04910 0.32136 -5.28182 0.15
H 1.46383 -0.06626 -5.18132 0.19
N 3.07739 -1.40466 0.16227 -0.04
N 2.20324 -0.75962 1.13088 -0.13
H 3.40915 -2.29029 0.53596 0.10
H 3.90540 -0.82774 0.05342 0.09
H 2.76280 -0.23537 1.80173 0.11
H 1.77191 -1.50907 1.66299 0.05
C 3.44323 7.88403 0.15759 0.01
C 2.68160 6.63304 0.37103 -0.14
C 1.85118 6.47991 1.49490 0.05
C 1.14843 5.33343 1.72053 -0.13
C 0.24684 5.24039 2.91635 -0.01
C 1.28609 4.23220 0.75750 -0.07
C 0.63252 3.09486 1.07334 -0.06
O 0.57929 1.95494 0.35599 -0.32
C 2.11808 4.41240 -0.43517 -0.14
C 2.26973 3.33810 -1.47045 -0.02
C 2.78336 5.58390 -0.58127 0.04
H 3.31179 8.60202 0.96135 0.10
H 3.13939 8.34255 -0.78982 0.12
H 4.50726 7.65705 0.03799 0.12
H 1.76406 7.30261 2.19282 0.14
H 0.27015 6.17131 3.47589 0.10
H 0.55295 4.44368 3.59809 0.11
H -0.78806 5.05847 2.61928 0.11
H 0.07202 3.03754 1.99858 0.14
H 1.30405 3.06266 -1.89960 0.09
H 2.72239 2.44377 -1.03609 0.08
H 2.91348 3.68622 -2.27469 0.10
H 3.41498 5.73706 -1.44792 0.14
N -7.06135 2.58088 -0.78346 0.23
C -5.97148 2.22740 -0.70591 -0.14
C -4.60968 1.77479 -0.60313 -0.18
C -3.57620 2.70186 -0.48991 0.01
C -2.27146 2.26406 -0.35996 -0.09
C -1.96752 0.88886 -0.35263 -0.35
C -3.02956 -0.03244 -0.47670 -0.10
C -4.33317 0.40679 -0.60322 0.02
H -3.80361 3.75969 -0.49644 0.14
H -1.49481 3.01216 -0.28132 0.09
H -2.85564 -1.09857 -0.48025 0.09
H -5.14542 -0.30258 -0.69262 0.14
```

Calculated values
total charge: +3
calculated total energy: -50798.8623 eV
energy relative to the best compared isomer or geometry (same formula, charge and spin): 31.9 kcal per mole
HOMO: -16.76 eV

2.
The following is a DFT calculation (the ωB97M-V functional and the def2-TZVPD basis) of the ion C23H22NO3 with charge +1.

```
49
Properties=species:S:1:pos:R:3:lowdin_charge:R:1
C -1.55006 -3.42391 0.09229 0.04
C -2.59162 -2.61612 0.14620 -0.15
C -2.90362 -1.58576 -0.90699 -0.13
N -3.29804 -0.30498 -0.32852 0.04
C -2.33899 0.60999 -0.07040 -0.14
C -0.95688 0.23204 -0.11868 -0.01
C 0.06784 1.08866 -0.34154 0.01
C 1.46501 0.75620 -0.33240 -0.21
C 2.39445 1.74401 -0.69131 -0.01
C 3.74123 1.46795 -0.67748 0.02
C 4.21929 0.21447 -0.30318 -0.14
O 5.57348 -0.04558 -0.32774 0.04
C 6.46134 0.84102 0.20969 -0.50
C 7.85918 0.34101 0.01274 0.04
O 6.13175 1.83892 0.77889 0.14
C 3.30891 -0.80182 0.05481 -0.18
O 3.58764 -2.06763 0.42365 -0.05
C 4.91624 -2.52402 0.59412 -0.05
C 1.95016 -0.50273 0.02793 0.07
C -2.71891 1.92062 0.29187 0.03
C -4.03190 2.25387 0.42849 0.05
C -5.02947 1.26600 0.26873 -0.13
C -6.39108 1.55182 0.47778 0.00
C -7.33726 0.57011 0.35072 -0.04
C -6.94172 -0.73065 0.02442 -0.03
C -5.62061 -1.03935 -0.19776 0.00
C -4.63139 -0.04775 -0.09706 -0.11
H -1.37354 -4.16643 0.84990 0.07
H -0.84245 -3.39344 -0.72075 0.07
H -3.29438 -2.66696 0.96638 0.11
H -2.03758 -1.42396 -1.55295 0.14
H -3.71748 -1.93762 -1.54592 0.13
H -0.73520 -0.80682 0.06744 0.09
H -0.14872 2.11852 -0.59465 0.12
H 2.05523 2.72519 -0.98396 0.12
H 4.45105 2.23032 -0.95533 0.13
H 7.95072 -0.17079 -0.94075 0.09
H 8.55313 1.17414 0.07223 0.10
H 8.09656 -0.36444 0.80789 0.10
H 5.43313 -1.96736 1.37889 0.10
H 5.48454 -2.46917 -0.33583 0.10
H 4.81738 -3.56478 0.89945 0.10
H 1.28603 -1.29843 0.32394 0.12
H -1.94426 2.64377 0.48288 0.12
H -4.32536 3.25844 0.69134 0.13
H -6.66900 2.55861 0.74811 0.12
H -8.38046 0.78916 0.51176 0.12
H -7.68454 -1.50949 -0.04941 0.12
H -5.36790 -2.06231 -0.42026 0.11
```

Calculated values
total charge: +1
calculated total energy: -31833.8626 eV
energy relative to the best compared isomer or geometry (same formula, charge and spin): 0.0 kcal per mole
structure (SMILES): C=CC[n+]1c(/C=C/c2ccc(OC(C)=O)c(OC)c2)ccc2ccccc21
HOMO: -10.94 eV

3.
The following is a DFT calculation (the ωB97M-V functional and the def2-TZVPD basis) of an isolated molecule of C7H7Cl2NO in a non-equilibrium geometry.

```
18
Properties=species:S:1:pos:R:3:lowdin_charge:R:1
C 0.16370 1.05081 1.16662 -0.04
C 0.39416 -0.19491 0.33349 -0.46
C -0.58227 -0.85876 -0.59085 -0.42
O -0.47755 -1.94939 -1.04912 0.10
C -1.95215 -0.02044 -0.88497 -1.12
Cl -2.88227 -0.25080 0.62758 0.70
Cl -2.69445 -0.76254 -2.24316 0.77
C -1.58427 1.27181 -1.41161 -0.34
N -1.25604 2.27036 -1.88632 0.20
C 1.71733 -0.31844 -0.23142 -0.13
C 1.36223 -1.19926 0.92139 -0.05
H 1.08735 1.59643 1.19278 0.07
H -0.32668 0.91646 2.25020 0.13
H -0.56332 1.71687 0.53982 0.08
H 2.60620 0.36529 0.09398 0.14
H 1.89654 -0.54657 -1.32537 0.14
H 1.15225 -2.25180 0.71681 0.12
H 1.93925 -0.83513 1.78015 0.12
```

Calculated values
calculated total energy: -35952.0680 eV
energy relative to the best compared isomer or geometry (same formula, charge and spin): 65.5 kcal per mole
structure (SMILES): CC1(C(=O)C(Cl)(Cl)C#N)CC1
HOMO: -10.38 eV

4.
The following is a DFT calculation (the ωB97M-V functional and the def2-TZVPD basis) of a structure of composition C24H21F10NO15SSi2 in a non-equilibrium geometry.

```
74
Properties=species:S:1:pos:R:3:lowdin_charge:R:1
N 2.35755 -0.39153 1.65499 -0.06
C 2.62209 1.06880 1.96942 -0.31
C 1.16930 1.77190 2.25029 -0.27
Si 0.57873 2.98896 0.86269 0.56
O 1.80789 3.40664 -0.31831 -0.39
Si 1.93758 2.23021 -1.61312 0.61
F 1.65368 0.55145 -1.13986 -0.26
S -1.32850 2.36707 -0.03384 0.74
O -1.29275 0.94769 -0.63686 -0.38
O -1.52552 3.35084 -1.25295 -0.39
C -2.74019 2.71446 1.14512 -0.25
F -2.19038 3.73453 2.12027 -0.04
F -3.85114 3.46880 0.45134 0.02
C -3.23788 1.47067 2.06225 -0.10
F -2.13315 0.92647 2.92461 0.02
F -4.25097 2.02460 3.03391 0.04
C -3.93657 0.20561 1.32664 -0.07
F -4.83828 -0.42796 2.36396 0.03
F -2.98526 -0.91082 0.96028 0.04
C -4.90999 0.53344 0.05520 -0.13
F -4.23073 1.03807 -1.15818 0.06
F -6.01456 1.44718 0.53278 0.04
F -5.61612 -0.75904 -0.28174 0.04
H 3.00903 -0.76923 0.92828 0.07
H 2.45444 -0.95601 2.55047 0.09
H 3.30804 1.62282 1.20070 0.11
H 3.21036 1.07613 3.00756 0.12
H 1.28238 2.38180 3.26747 0.11
H 0.37420 0.92535 2.40617 0.07
H 0.25305 4.25569 1.56893 0.02
H 1.13147 2.60518 -2.80338 0.01
H 3.34362 2.28907 -2.08932 -0.01
C -0.91504 -3.38594 -3.49512 0.08
C -1.77708 -4.11342 -4.20813 -0.21
C -3.24035 -3.84014 -4.16572 -0.31
O -4.00610 -4.51330 -4.84652 0.10
C -3.71413 -2.75758 -3.28925 0.08
C -2.85225 -2.03248 -2.57368 -0.18
C -1.38706 -2.28796 -2.63748 -0.29
O -0.61805 -1.59270 -1.98219 0.11
O -3.29092 -1.01539 -1.74586 0.03
O -1.34110 -5.14873 -5.01446 0.07
H 0.15129 -3.57225 -3.51826 0.14
H -4.78156 -2.58122 -3.25415 0.14
H -2.47892 -0.64149 -1.33923 0.06
H -2.15253 -5.51860 -5.42564 0.11
C 5.67191 1.95237 -4.98028 0.08
C 6.41797 1.48495 -5.98309 -0.20
C 5.97575 0.32000 -6.79855 -0.30
O 6.67375 -0.07508 -7.72575 0.11
C 4.69930 -0.32202 -6.44769 0.08
C 3.95507 0.14341 -5.44264 -0.20
C 4.38421 1.32504 -4.64533 -0.27
O 3.66988 1.74097 -3.73930 -0.03
O 2.75573 -0.45685 -5.10578 0.09
O 7.63068 2.06776 -6.30211 0.08
H 5.98018 2.79971 -4.38086 0.14
H 4.39834 -1.17870 -7.03698 0.14
H 2.40693 0.06358 -4.34948 0.11
H 7.97649 1.55107 -7.06220 0.12
C 0.26642 -0.96448 6.78370 0.08
C -0.01192 -1.31295 8.04140 -0.21
C -1.41641 -1.50125 8.49922 -0.31
O -1.64018 -1.84010 9.65599 0.11
C -2.49560 -1.26377 7.52786 0.08
C -2.21716 -0.91194 6.27114 -0.20
C -0.81209 -0.75068 5.80647 -0.29
O -0.58714 -0.44441 4.64039 0.09
O -3.22660 -0.68454 5.35380 0.08
O 0.99640 -1.51308 8.96626 0.08
H 1.28278 -0.82639 6.43691 0.14
H -3.51230 -1.38674 7.87849 0.14
H -2.77025 -0.44517 4.51777 0.08
H 0.54023 -1.75830 9.80056 0.12
```

Calculated values
calculated total energy: -111188.9728 eV
HOMO: -9.41 eV

5.
The following is a DFT calculation (the ωB97M-V functional and the def2-TZVPD basis) of a cluster of 13 separate species, C18H60N7O15 in total in a non-equilibrium geometry.

```
100
Properties=species:S:1:pos:R:3:lowdin_charge:R:1
N 0.59834 0.41730 -0.55999 -0.41
O -0.28066 0.76565 0.21537 -0.01
O 1.75140 0.29542 -0.09273 -0.04
O 0.24336 -0.38188 -1.45219 -0.05
C 1.20870 -2.05138 3.66247 -0.07
C 1.98139 -1.84745 2.36473 -0.36
O 2.87828 -0.84407 2.44951 -0.04
H 0.52310 -2.81845 3.51607 0.02
H 0.72634 -1.13060 4.06346 0.09
H 1.79853 -2.52021 4.45441 0.07
H 1.21154 -1.53645 1.66320 0.08
H 2.38979 -2.84826 2.00485 0.13
H 2.79283 -0.27243 1.67951 0.03
C -2.47172 -1.89572 3.42300 -0.05
C -2.33691 -0.67496 2.52080 -0.32
O -3.12957 -0.85638 1.38806 -0.05
H -2.21902 -2.74545 2.85503 0.04
H -3.49483 -1.90980 3.69490 0.07
H -1.83064 -1.85934 4.25329 0.06
H -1.29907 -0.64948 2.23542 0.08
H -2.53135 0.22384 3.13547 0.10
H -2.87944 -0.15953 0.76342 0.03
C -0.76820 -4.86465 1.10551 -0.06
C -1.33280 -3.74356 0.17633 -0.24
O -0.41074 -2.67102 0.05234 -0.15
H -1.61915 -5.51687 1.27635 0.08
H -0.45236 -4.66124 2.08361 0.05
H -0.02029 -5.43920 0.58922 0.05
H -2.13438 -3.30335 0.76271 0.09
H -1.70878 -4.13723 -0.74476 0.11
H -0.84585 -1.81821 -0.18213 0.07
C -1.76094 -2.36503 -4.99367 -0.08
C -0.58001 -2.06712 -4.18899 -0.32
O -0.42373 -2.95343 -3.05708 -0.11
H -2.58692 -2.55875 -4.36205 0.06
H -1.67414 -3.18436 -5.72572 0.09
H -1.82615 -1.55853 -5.70521 0.08
H -0.61676 -1.09758 -3.67967 0.08
H 0.37585 -2.12429 -4.71462 0.12
H 0.40851 -2.81898 -2.59486 0.02
C -2.65719 3.12311 2.20887 -0.09
C -2.22792 3.35226 3.64798 -0.29
O -2.50806 2.14639 4.39110 -0.12
H -2.40952 4.09668 1.69158 0.08
H -3.76205 3.00450 1.96185 0.10
H -2.13613 2.29465 1.80545 0.03
H -2.82427 4.07733 4.10489 0.08
H -1.16441 3.61487 3.54206 0.11
H -1.74659 2.04029 5.04482 0.12
C -0.56149 5.68282 -1.12705 -0.06
C -0.87955 4.26938 -0.72495 -0.36
O 0.00362 3.84434 0.21858 -0.04
H 0.47732 5.82322 -1.33601 0.06
H -0.79963 6.36824 -0.39224 0.04
H -1.14606 5.89939 -2.11543 0.12
H -1.03191 3.61663 -1.55561 0.08
H -1.86160 4.31733 -0.34728 0.08
H -0.11894 2.93101 0.32053 0.01
C 5.26187 -0.19589 0.01547 -0.60
O 6.62364 0.17969 -0.03536 -0.18
N 5.07601 -1.41129 -0.33444 0.20
N 4.26392 0.60437 0.22675 0.12
H 5.88958 -1.85724 -0.73399 0.13
H 4.19634 -1.81820 -0.44652 0.06
H 4.53034 1.58778 0.54715 0.18
H 3.22971 0.40654 0.12898 0.05
C -3.40550 -0.14996 -1.45314 -0.65
O -4.72451 -0.36086 -1.70298 -0.10
N -2.97203 0.96936 -0.94344 0.13
N -2.38324 -0.93465 -1.68461 0.18
H -3.77483 1.63225 -0.80788 0.17
H -1.98218 1.05616 -0.79227 0.07
H -2.58625 -1.88694 -2.09467 0.15
H -1.40984 -0.69474 -1.55274 0.03
C 2.55353 -3.63153 -1.18892 -0.65
O 3.80938 -4.10954 -1.54846 -0.13
N 1.81545 -4.25787 -0.36171 0.18
N 1.99766 -2.51579 -1.44087 0.13
H 2.16836 -4.99387 0.12923 0.09
H 0.99475 -3.78608 0.07038 0.08
H 2.49703 -1.91942 -2.17202 0.18
H 1.27063 -2.03955 -0.83886 0.10
C 1.26987 2.34059 2.57337 -0.11
O 0.26178 1.35321 2.86835 -0.13
H 0.85781 3.29188 2.48768 0.03
H 1.70830 2.08677 1.60761 0.06
H 1.95159 2.37839 3.41844 0.09
H -0.07509 1.00500 2.04563 0.00
C 2.92585 3.05620 -1.78949 -0.12
O 3.58386 1.77932 -2.04624 -0.14
H 2.44628 3.01472 -0.82324 0.05
H 2.27292 3.36809 -2.55600 0.05
H 3.64431 3.84712 -1.71140 0.06
H 3.69234 1.28945 -1.20886 -0.02
C -0.96823 2.15158 -3.74910 -0.17
O -2.18007 2.78159 -3.51899 -0.12
H -0.16301 2.81630 -3.82329 0.06
H -1.09101 1.49030 -4.62319 0.09
H -0.70772 1.49116 -2.97236 0.03
H -2.66877 2.26622 -2.83851 0.06
```

Calculated values
total charge: -1
calculated total energy: -60776.2588 eV
HOMO: -6.43 eV

6.
The following is a DFT calculation (the ωB97M-V functional and the def2-TZVPD basis) of an isolated molecule of C3H7O2 in a non-equilibrium geometry.

```
12
Properties=species:S:1:pos:R:3:lowdin_charge:R:1
C 1.38787 0.40260 0.45233 -0.33
O 1.83072 -0.79319 0.92926 0.03
C 0.23741 0.29028 -0.54741 -0.19
C -1.08828 0.01823 0.13279 -0.23
O -1.92712 -0.88656 -0.66460 -0.10
H 2.26656 0.89206 0.01538 0.13
H 1.03983 1.05068 1.27805 0.14
H 0.24891 1.05789 -1.31878 0.11
H 0.41003 -0.55213 -1.23105 0.12
H -1.68987 0.91210 0.26990 0.12
H -0.92456 -0.61150 1.01127 0.12
H -1.79149 -1.78045 -0.32714 0.08
```

Calculated values
calculated total energy: -7316.5472 eV
energy relative to the best compared isomer or geometry (same formula, charge and spin): 19.4 kcal per mole
2S+1: 2
HOMO (alpha / beta): -10.31 / -10.08 eV

| no. | M (g/mol) |
| --- | --- |
| 1 | 655.58 |
| 2 | 360.43 |
| 3 | 192.05 |
| 4 | 841.64 |
| 5 | 614.71 |
| 6 | 75.09 |